Record 1
{
  "formula": "C6H10N5",
  "method": "wB97M-V/def2-TZVPD",
  "lumo_ha": -0.1263,
  "charge": 1,
  "smiles": "Cn1cnc(=[NH2+])c2c1NCN2",
  "relative_energy_kcal_mol": 15.9,
  "multiplicity": 1,
  "e_tot_ha": -508.14511,
  "elements": ["C", "C", "C", "C", "C", "C", "N", "N", "N", "N", "N", "H", "H", "H", "H", "H", "H", "H", "H", "H", "H"],
  "xyz": [[1.001, -1.812, -0.125], [0.473, 0.908, 0.022], [-0.547, -0.050, 0.045], [1.926, 0.353, -0.031], [-1.500, 1.982, -0.038], [-1.358, -2.426, 0.060], [1.991, -1.027, -0.153], [-0.075, 2.147, 0.101], [-1.728, 0.578, 0.108], [-0.297, -1.395, -0.085], [3.042, 1.106, 0.036], [1.316, -2.824, -0.200], [-2.017, 2.420, 0.862], [-2.034, 2.321, -0.991], [-1.797, -2.857, -0.867], [-1.030, -3.362, 0.627], [-1.996, -1.771, 0.566], [0.323, 2.917, -0.339], [-2.645, 0.255, -0.314], [3.048, 1.886, 0.712], [3.906, 0.650, 0.005]]
}

=====

Record 2
{
  "formula": "C2H2AgCl6F2",
  "method": "wB97M-V/def2-TZVPD",
  "lumo_ha": [-0.0139, -0.1694],
  "relative_energy_kcal_mol": 0.0,
  "multiplicity": 2,
  "e_tot_ha": -3185.12729,
  "elements": ["Ag", "F", "F", "C", "Cl", "Cl", "Cl", "H", "C", "Cl", "Cl", "Cl", "H"],
  "xyz": [[-0.319, -0.679, -1.076], [0.023, -2.011, 0.485], [-1.118, 0.266, -2.750], [-3.724, 1.336, 1.478], [-2.972, 2.621, 2.457], [-2.541, 0.549, 0.438], [-5.046, 2.007, 0.541], [-4.066, 0.578, 2.169], [4.002, -0.829, -0.776], [2.455, -1.073, -1.628], [5.192, -2.037, -1.275], [3.756, -0.886, 0.969], [4.359, 0.158, -1.033]]
}

=====

Record 3
{
  "formula": "H16O8Sn",
  "method": "wB97M-V/def2-TZVPD",
  "lumo_ha": -0.2432,
  "charge": 2,
  "relative_energy_kcal_mol": 8.7,
  "multiplicity": 1,
  "e_tot_ha": -825.26592,
  "elements": ["Sn", "O", "H", "H", "O", "H", "H", "O", "H", "H", "O", "H", "H", "O", "H", "H", "O", "H", "H", "O", "H", "H", "O", "H", "H"],
  "xyz": [[-0.112, -0.138, 0.247], [-2.579, -0.080, 0.944], [-2.809, 0.173, 1.865], [-3.390, -0.212, 0.470], [2.049, -0.071, 1.765], [1.708, 0.399, 2.549], [2.302, -0.874, 2.276], [-0.434, 2.172, 1.373], [0.384, 2.684, 1.456], [-1.045, 2.692, 0.898], [-1.439, -1.695, -1.304], [-1.193, -2.117, -2.151], [-2.310, -1.326, -1.407], [0.289, -2.346, 1.306], [0.361, -2.733, 2.172], [0.368, -3.024, 0.661], [-1.589, 1.383, -1.404], [-1.863, 1.251, -2.317], [-1.325, 2.306, -1.357], [1.898, 1.643, -0.699], [2.658, 1.152, -1.000], [2.035, 2.393, -1.289], [1.678, -1.057, -1.663], [2.282, -0.879, -2.340], [2.083, -1.704, -1.045]]
}

=====

Record 4
{
  "formula": "C6H14FeO3",
  "method": "wB97M-V/def2-TZVPD",
  "lumo_ha": [-0.3927, -0.4168],
  "charge": 2,
  "relative_energy_kcal_mol": 30.2,
  "multiplicity": 5,
  "e_tot_ha": -1725.65533,
  "elements": ["H", "C", "H", "H", "H", "C", "O", "C", "C", "O", "C", "C", "O", "H", "H", "H", "H", "H", "H", "H", "H", "H", "H", "Fe"],
  "xyz": [[-5.092, -0.254, -1.754], [-4.495, -0.899, -2.411], [-5.035, -1.212, -3.311], [-4.191, -1.790, -1.848], [-3.637, -0.218, -2.808], [2.349, -0.754, -5.392], [1.704, -0.253, -4.216], [0.349, -0.686, -4.053], [-0.265, 0.138, -2.941], [0.597, 0.028, -1.780], [-0.181, -0.132, -0.586], [-1.596, 0.120, -1.091], [-1.560, -0.385, -2.432], [3.231, -0.135, -5.580], [2.649, -1.796, -5.220], [1.656, -0.679, -6.238], [0.334, -1.751, -3.783], [-0.187, -0.511, -4.995], [-0.525, 1.154, -3.279], [0.132, 0.593, 0.172], [-0.010, -1.160, -0.245], [-1.803, 1.199, -1.134], [-2.351, -0.422, -0.516], [2.374, 0.485, -2.539]]
}

=====

Record 5
{
  "formula": "C2H3O2Y",
  "method": "wB97M-V/def2-TZVPD",
  "lumo_ha": [-0.6570, -0.6361],
  "charge": 3,
  "relative_energy_kcal_mol": 44.0,
  "multiplicity": 2,
  "e_tot_ha": -265.31403,
  "elements": ["O", "C", "Y", "O", "C", "H", "H", "H"],
  "xyz": [[-1.808, 1.344, 0.104], [-0.649, 1.486, 0.155], [2.518, 1.223, -0.185], [0.329, 0.586, 0.170], [-0.011, -0.919, -0.072], [-0.560, -0.949, -1.018], [0.890, -1.493, 0.160], [-0.710, -1.277, 0.685]]
}

=====

Record 6
{
  "formula": "C33H62Br2F6NO4S2",
  "method": "wB97M-V/def2-TZVPD",
  "lumo_ha": -0.1626,
  "charge": 1,
  "multiplicity": 1,
  "e_tot_ha": -8193.58356,
  "elements": ["C", "C", "C", "O", "C", "C", "C", "S", "C", "C", "C", "O", "C", "F", "F", "F", "N", "C", "Br", "C", "C", "Br", "C", "S", "O", "O", "C", "F", "F", "F", "H", "H", "H", "H", "H", "H", "H", "H", "H", "H", "H", "H", "H", "H", "H", "H", "H", "H", "H", "H", "C", "C", "C", "C", "C", "C", "H", "H", "H", "H", "H", "H", "H", "H", "H", "H", "H", "H", "H", "H", "C", "C", "C", "C", "C", "C", "H", "H", "H", "H", "H", "H", "H", "H", "H", "H", "H", "H", "H", "H", "C", "C", "C", "C", "C", "C", "H", "H", "H", "H", "H", "H", "H", "H", "H", "H", "H", "H", "H", "H"],
  "xyz": [[-2.923, 0.442, 0.717], [-2.133, 1.769, 0.609], [-1.653, 2.327, 1.946], [-0.227, 2.378, 2.001], [0.347, 2.185, 3.261], [1.369, 1.066, 3.200], [0.808, -0.394, 3.330], [0.215, -0.943, 1.696], [2.105, -1.128, 3.651], [2.323, -2.549, 3.331], [1.352, -3.479, 4.117], [0.810, -2.894, 5.265], [0.259, -4.109, 3.261], [0.661, -4.301, 2.001], [-0.837, -3.329, 3.245], [-0.087, -5.297, 3.783], [2.967, -0.326, 4.172], [4.327, -0.656, 4.430], [5.465, 0.085, 3.114], [4.734, -1.388, 5.464], [3.806, -1.941, 6.495], [6.550, -1.752, 5.697], [2.313, 0.991, 4.400], [3.326, 2.418, 4.867], [4.569, 2.033, 5.434], [3.293, 3.340, 3.787], [2.320, 3.125, 6.276], [2.531, 4.450, 6.299], [2.723, 2.542, 7.426], [1.006, 2.864, 6.073], [-2.492, -0.243, 0.000], [-2.754, 0.010, 1.693], [-3.974, 0.574, 0.523], [-1.250, 1.641, -0.005], [-2.771, 2.486, 0.115], [-2.018, 3.345, 2.044], [-2.076, 1.738, 2.753], [-0.387, 1.983, 4.036], [0.876, 3.093, 3.529], [2.022, 1.139, 2.340], [0.075, -0.422, 4.122], [0.529, 0.158, 1.007], [2.272, -2.705, 2.263], [3.330, -2.806, 3.632], [1.961, -4.295, 4.470], [0.002, -2.427, 5.042], [3.051, -1.231, 6.794], [4.380, -2.241, 7.357], [3.364, -2.848, 6.107], [1.670, 0.808, 5.262], [-4.529, 3.044, -5.742], [-3.859, 1.692, -5.970], [-4.516, 0.549, -5.198], [-4.481, 0.697, -3.676], [-3.083, 0.841, -3.079], [-2.191, -0.374, -3.323], [-4.480, 3.349, -4.695], [-4.039, 3.820, -6.331], [-5.580, 3.011, -6.035], [-2.798, 1.762, -5.712], [-3.897, 1.455, -7.035], [-4.041, -0.392, -5.486], [-5.560, 0.464, -5.513], [-4.969, -0.176, -3.232], [-5.085, 1.559, -3.378], [-3.173, 0.989, -2.000], [-2.594, 1.738, -3.467], [-2.639, -1.276, -2.900], [-1.212, -0.235, -2.859], [-2.024, -0.546, -4.386], [-3.271, 9.691, -9.269], [-2.614, 8.333, -9.501], [-3.281, 7.195, -8.730], [-3.242, 7.338, -7.208], [-1.842, 7.462, -6.608], [-0.966, 6.238, -6.858], [-3.217, 9.992, -8.222], [-2.777, 10.465, -9.857], [-4.322, 9.667, -9.560], [-1.552, 8.391, -9.245], [-2.656, 8.098, -10.567], [-2.815, 6.249, -9.021], [-4.327, 7.121, -9.044], [-3.739, 6.469, -6.766], [-3.835, 8.205, -6.906], [-1.941, 7.610, -5.530], [-1.343, 8.355, -6.993], [-1.426, 5.339, -6.440], [0.013, 6.361, -6.392], [-0.802, 6.069, -7.923], [4.394, -10.291, 2.020], [4.147, -9.954, 3.488], [2.709, -9.528, 3.780], [2.254, -8.261, 3.054], [3.109, -7.026, 3.330], [3.106, -6.605, 4.797], [4.222, -9.431, 1.371], [5.424, -10.614, 1.866], [3.737, -11.098, 1.691], [4.846, -9.176, 3.808], [4.375, -10.833, 4.095], [2.589, -9.397, 4.859], [2.034, -10.343, 3.503], [1.220, -8.047, 3.343], [2.231, -8.441, 1.977], [2.724, -6.199, 2.720], [4.136, -7.192, 2.998], [2.089, -6.391, 5.137], [3.713, -5.704, 4.942], [3.519, -7.377, 5.445]]
}

=====

Record 7
{
  "formula": "C18H17IrN2O8",
  "method": "wB97M-V/def2-TZVPD",
  "lumo_ha": -0.0591,
  "relative_energy_kcal_mol": 0.0,
  "multiplicity": 1,
  "e_tot_ha": -1511.66324,
  "elements": ["Ir", "O", "C", "O", "C", "C", "C", "C", "C", "C", "O", "N", "O", "O", "N", "O", "O", "H", "H", "C", "H", "H", "H", "C", "C", "C", "C", "C", "C", "C", "O", "C", "C", "C", "H", "H", "H", "H", "H", "H", "H", "H", "H", "H", "H", "H"],
  "xyz": [[0.243, -1.350, 0.286], [4.056, -2.119, 1.464], [2.891, -1.795, 1.522], [2.099, -1.927, 0.483], [2.338, -1.214, 2.800], [3.272, -0.986, 3.800], [2.883, -0.529, 5.041], [1.554, -0.280, 5.322], [0.630, -0.474, 4.325], [0.972, -0.967, 3.042], [-0.002, -1.215, 2.203], [-0.759, -0.112, 4.638], [-1.107, -0.221, 5.799], [-1.459, 0.315, 3.745], [3.886, -0.300, 6.082], [5.049, -0.501, 5.800], [3.491, 0.080, 7.168], [4.311, -1.197, 3.592], [1.244, 0.078, 6.292], [0.637, 0.627, 0.072], [0.696, 0.929, -0.976], [1.593, 0.838, 0.554], [-0.151, 1.190, 0.575], [-0.868, 1.311, -6.174], [-1.242, 0.912, -4.776], [-0.590, -0.131, -4.127], [-0.912, -0.501, -2.832], [-0.175, -1.668, -2.245], [-1.925, 0.198, -2.151], [-2.345, -0.136, -0.795], [-1.782, -0.862, 0.021], [-2.605, 1.251, -2.801], [-3.706, 2.034, -2.126], [-2.248, 1.587, -4.095], [-0.166, 0.606, -6.616], [-0.402, 2.298, -6.173], [-1.752, 1.365, -6.809], [0.188, -0.674, -4.651], [0.430, -2.184, -2.986], [-0.838, -2.401, -1.789], [0.627, -1.275, -1.563], [-3.307, 0.270, -0.473], [-3.418, 2.385, -1.136], [-4.612, 1.435, -2.022], [-3.958, 2.908, -2.723], [-2.764, 2.403, -4.588]]
}